Entry from OMol25: a single C4H8N4 molecule at a distorted geometry (ωB97M-V/def2-TZVPD).

Results
Kohn-Sham gap ... 9.16 eV
E_HOMO ... -8.236 eV
E ... -10232.4659 eV
2S+1 ... 1
Energy relative to the best compared isomer or geometry (same formula, charge and spin) ... 133.2 kcal/mol

Last column: natural (NBO) charge in e.
Geometry (Å):
H -2.348 -1.703 -0.500  0.351
N -2.348 -0.673 -0.407  -0.669
C -1.207 -0.279 -0.086  0.423
N -1.122 1.100 0.420  -0.509
N 0.132 1.720 0.089  -0.435
C 0.504 0.708 -0.688  -0.022
C 1.534 -0.430 -0.880  -0.375
C 0.251 -0.675 -0.060  -0.090
N 0.708 -0.512 1.377  -0.853
H -1.954 1.614 0.252  0.389
H 0.783 1.554 0.849  0.373
H -0.027 0.776 -1.681  0.193
H 1.562 -0.592 -1.990  0.242
H 2.458 -0.566 -0.295  0.245
H 1.239 -1.306 1.669  0.364
H -0.164 -0.736 1.932  0.372

***

Entry from OMol25: a molecular structure, C29H26Cl2N9O5PmS at a distorted geometry (ωB97M-V/def2-TZVPD).

Results
Kohn-Sham gap (alpha / beta) ... 3.19 / 3.20 eV
E_HOMO (alpha / beta) ... -4.314 / -4.324 eV
E ... -106581.3501 eV
2S+1 ... 5

Last column: Löwdin spin population.
Geometry (Å):
Pm 0.493 1.013 0.426  4.055
O 6.895 -4.076 0.347  0.000
C 5.539 -4.042 0.253  -0.001
O 4.915 -5.077 0.307  -0.001
C 4.909 -2.733 0.076  -0.002
C 5.574 -1.493 0.072  0.000
C 4.892 -0.321 -0.106  -0.002
C 3.483 -0.284 -0.280  -0.002
C 2.825 -1.551 -0.285  -0.001
C 3.518 -2.719 -0.116  0.000
N 2.732 0.829 -0.424  -0.012
C 3.316 2.032 -0.643  -0.004
C 2.594 3.219 -0.701  0.002
C 3.273 4.447 -0.965  -0.002
C 2.580 5.612 -1.080  0.002
C 1.178 5.576 -0.943  -0.003
C 0.585 4.369 -0.654  0.001
N 1.222 3.206 -0.511  -0.008
H 7.270 -3.189 0.288  0.000
H 6.646 -1.430 0.217  0.000
H 5.433 0.611 -0.071  0.000
H 1.220 -1.683 -1.526  0.000
H 3.011 -3.674 -0.128  0.000
H 4.381 2.110 -0.836  -0.001
H 4.349 4.423 -1.065  0.000
H 3.083 6.551 -1.266  0.000
H 0.586 6.473 -1.045  0.000
H -0.495 4.335 -0.529  0.000
C -4.456 4.283 -0.667  0.000
N -3.435 3.269 -0.649  0.000
C -2.869 2.686 -1.848  0.000
C -1.654 1.954 -1.281  0.000
O -0.807 1.309 -1.887  -0.001
N -1.642 2.135 0.055  -0.004
C -2.664 2.916 0.404  0.000
N -2.828 3.273 1.673  0.000
H -5.019 4.195 -1.593  0.000
H -4.022 5.287 -0.616  0.000
H -5.149 4.146 0.164  0.000
H -2.559 3.431 -2.585  0.000
H -3.558 1.979 -2.318  0.000
H -2.222 2.737 2.317  0.000
H -3.648 3.754 1.995  0.000
O -0.892 1.594 2.681  0.001
S 0.395 2.200 3.264  0.005
N 1.523 2.034 2.339  -0.011
Cl 0.168 -3.843 -2.132  0.000
C 0.120 -3.697 -0.409  0.000
C -0.483 -4.689 0.343  0.000
C -0.498 -4.596 1.723  0.000
C 0.064 -3.498 2.353  0.000
C 0.656 -2.511 1.589  0.000
Cl 1.275 -1.071 2.326  -0.002
C 0.723 -2.586 0.193  0.000
N 1.387 -1.575 -0.523  -0.003
H -0.905 -5.547 -0.156  0.000
H -0.936 -5.384 2.309  0.000
H 0.044 -3.402 3.425  0.000
N -5.229 -3.832 -1.074  0.000
C -4.978 -3.095 0.054  0.000
O -5.765 -3.098 0.988  0.000
C -3.751 -2.288 0.061  0.001
C -2.946 -2.027 -1.062  0.000
C -1.818 -1.258 -0.925  0.000
N -1.396 -0.718 0.241  -0.005
C -2.182 -0.961 1.317  0.000
C -3.333 -1.703 1.270  0.000
H -6.017 -4.456 -1.018  0.000
H -4.500 -4.065 -1.724  0.000
H -3.205 -2.405 -2.041  0.000
H -1.213 -1.034 -1.797  0.000
H -1.853 -0.521 2.253  0.000
H -3.932 -1.857 2.154  0.000

***

Entry from OMol25: a molecular structure, C3H2O2Ru at a distorted geometry (ωB97M-V/def2-TZVPD).

Results
Charge ... +2
Kohn-Sham gap (alpha / beta) ... 7.44 / 7.60 eV
E_HOMO (alpha / beta) ... -18.758 / -21.592 eV
E ... -9790.5906 eV
2S+1 ... 7
Energy relative to the best compared isomer or geometry (same formula, charge and spin) ... 27.5 kcal/mol

Last column: Löwdin spin population.
Geometry (Å):
O 0.841 -1.116 0.071  0.427
C -0.408 -1.347 -0.136  0.265
C -1.391 -0.411 -0.324  0.550
O -1.269 0.898 0.208  0.249
C -0.251 1.486 -0.230  0.922
Ru 1.677 0.562 0.119  3.563
H -0.707 -2.385 -0.350  0.009
H -2.397 -0.622 -0.670  0.015

***

Entry from OMol25: a molecular structure, C19H42NOP3SeTc at a distorted geometry (ωB97M-V/def2-TZVPD).

Results
Charge ... +4
Kohn-Sham gap (alpha / beta) ... 4.37 / 4.18 eV
E_HOMO (alpha / beta) ... -19.188 / -19.747 eV
E ... -119290.6776 eV
2S+1 ... 4
Energy relative to the best compared isomer or geometry (same formula, charge and spin) ... 2.6 kcal/mol

Last column: Löwdin spin population.
Geometry (Å):
Tc 0.847 -0.311 -0.923  1.409
P -0.825 -0.668 0.968  0.011
P 1.516 -2.487 -0.648  0.032
P -0.828 -0.798 -2.386  0.052
H -0.535 4.468 1.229  0.000
C -1.257 3.979 0.552  0.000
C -2.581 3.700 1.127  0.000
H -2.665 3.305 2.138  0.000
C -0.066 -0.031 2.508  0.014
C -1.442 -2.311 1.512  -0.003
C -2.375 0.303 0.908  -0.004
C 3.003 -3.028 -1.581  -0.004
C 2.098 -2.825 1.058  0.017
C 0.415 -3.907 -1.012  0.019
C -1.645 0.780 -2.823  0.016
C -2.277 -1.869 -2.035  0.012
C -0.326 -1.438 -4.031  0.015
H -1.362 4.573 -0.373  0.000
H -3.472 3.975 0.567  0.000
H -0.118 1.065 2.513  0.000
H 0.985 -0.333 2.588  0.001
H -0.617 -0.422 3.375  0.002
H -0.619 -2.965 1.823  0.000
H -2.012 -2.799 0.713  0.000
H -2.109 -2.152 2.372  -0.001
H -2.192 1.386 0.947  0.000
H -2.986 0.026 1.779  -0.001
H -2.952 0.084 0.002  0.000
H 3.016 -4.127 -1.616  -0.001
H 3.908 -2.677 -1.069  0.000
H 3.000 -2.639 -2.608  0.001
H 1.958 -3.891 1.278  0.002
H 1.569 -2.230 1.811  0.000
H 3.168 -2.589 1.109  0.000
H 1.018 -4.821 -0.909  0.002
H 0.037 -3.853 -2.041  0.000
H -0.428 -3.955 -0.315  0.000
H -2.531 0.555 -3.432  0.001
H -0.959 1.418 -3.395  0.002
H -1.957 1.320 -1.919  0.000
H -2.960 -1.791 -2.892  0.001
H -2.810 -1.550 -1.134  0.000
H -1.973 -2.915 -1.921  0.000
H -1.233 -1.608 -4.628  0.000
H 0.222 -2.383 -3.937  0.000
H 0.313 -0.711 -4.548  0.006
C 1.759 1.680 -3.594  0.035
C 1.305 2.848 -2.977  0.267
C 0.947 3.951 -3.763  0.176
C 1.077 3.889 -5.156  0.024
C 1.566 2.726 -5.766  0.274
C 1.927 1.625 -4.985  0.255
Se 2.275 0.037 -2.552  0.275
H -0.723 2.933 0.212  0.000
H 1.224 2.889 -1.888  0.012
H 0.574 4.858 -3.283  0.005
H 0.802 4.749 -5.768  -0.002
H 1.674 2.673 -6.851  0.008
H 2.335 0.719 -5.435  0.008
C 2.604 3.300 0.974  0.002
C 2.479 1.877 0.550  0.008
N 3.538 1.075 0.676  0.012
O 1.369 1.459 0.076  0.038
H 3.512 3.433 1.576  0.001
H 1.731 3.602 1.567  0.000
H 2.677 3.951 0.089  0.000
H 3.525 0.111 0.345  0.002
H 4.399 1.451 1.053  0.000

***

Q: The highest 2S+1 belongs to which entry?
A: C3H2O2Ru

***

Q: Which value of 2S+1 does entry 3 give?
A: 7